Record 1
A molecular structure, C44H53N2OPPdSi, computed with ωB97M-V/def2-TZVPD.

- Gap between HOMO and LUMO (alpha / beta): 6.750 / 6.380 eV
- LUMO level (alpha / beta): 0.016 / -0.029 hartree
- Total energy: -2651.8269 Ha
- Multiplicity: 3

Geometry as XYZ:
```
103
Properties=species:S:1:pos:R:3:forces:R:3:mulliken_spin:R:1
Pd -0.519 -0.175 -0.053 0.2 -0.1 0.4 0.60
O -2.343 -2.783 -0.117 0.1 0.1 -0.2 0.01
N -1.196 -2.634 -0.888 -0.1 -0.3 0.1 0.00
C -0.398 -3.603 -0.717 0.3 0.4 -0.1 0.03
C 0.873 -3.690 -1.487 -0.2 0.0 0.2 0.02
C 1.183 -4.979 -1.922 0.1 -0.1 0.0 0.00
C 2.306 -5.237 -2.687 0.0 0.0 0.0 0.00
C 3.151 -4.192 -3.021 0.0 0.0 0.0 0.00
C 2.864 -2.909 -2.576 0.1 0.0 0.0 -0.01
C 1.740 -2.624 -1.798 -0.1 0.0 0.0 0.01
P 1.570 -0.902 -1.123 -0.2 0.0 0.0 0.12
C 2.815 -0.907 0.226 0.1 0.0 0.0 -0.01
C 3.677 -1.960 0.521 -0.1 0.0 0.0 0.01
C 4.579 -1.861 1.576 0.0 0.0 0.0 0.00
C 4.649 -0.698 2.329 0.0 0.0 0.0 0.01
C 3.803 0.365 2.035 0.0 -0.1 0.0 -0.01
C 2.878 0.249 1.009 0.0 0.0 0.0 0.01
C 2.407 0.075 -2.427 0.0 -0.1 -0.1 0.00
C 1.954 -0.049 -3.743 0.1 0.0 0.0 0.00
C 2.464 0.758 -4.748 0.1 0.0 0.0 0.00
C 3.439 1.705 -4.451 0.0 0.0 0.0 0.00
C 3.903 1.828 -3.151 0.0 -0.1 0.0 0.00
C 3.394 1.013 -2.144 0.1 0.1 -0.1 0.00
H -2.813 -1.954 -0.287 0.0 -0.1 0.0 0.02
H -0.659 -4.412 -0.035 0.0 -0.1 0.0 0.00
H 0.509 -5.789 -1.662 0.0 0.0 0.0 0.00
H 2.514 -6.245 -3.025 0.0 0.0 0.0 0.00
H 4.037 -4.370 -3.617 0.0 0.0 0.0 0.00
H 3.546 -2.106 -2.829 0.0 0.0 0.0 0.00
H 3.646 -2.872 -0.063 0.0 0.0 0.0 0.00
H 5.233 -2.694 1.801 0.0 0.0 0.0 0.00
H 5.359 -0.620 3.143 0.0 0.0 0.0 0.00
H 3.846 1.278 2.617 0.0 0.0 0.0 0.00
H 2.187 1.063 0.812 0.0 0.0 0.0 0.01
H 1.196 -0.785 -3.986 0.0 0.0 0.0 0.00
H 2.098 0.650 -5.762 0.0 0.0 0.0 0.00
H 3.837 2.340 -5.234 0.0 0.0 0.0 0.00
H 4.668 2.558 -2.912 0.0 0.0 0.0 0.00
H 3.770 1.121 -1.135 0.0 0.0 -0.1 0.00
N 0.007 -0.776 1.899 -0.3 -0.2 -0.2 0.74
C 0.039 -0.861 3.147 0.0 0.0 -0.2 -0.10
C -0.170 -2.199 3.798 0.2 0.2 0.0 0.07
C 0.181 -3.359 3.111 0.0 -0.1 0.0 0.02
C -0.019 -4.600 3.696 0.0 0.1 0.0 0.00
C -0.575 -4.687 4.969 0.0 0.0 0.0 -0.01
C -0.915 -3.531 5.657 0.0 0.0 0.0 0.01
C -0.706 -2.286 5.077 0.0 0.0 0.1 0.00
C 0.301 0.357 3.980 0.0 -0.2 0.1 0.07
C 1.489 0.448 4.700 0.0 0.0 0.1 0.00
C 1.751 1.580 5.459 -0.1 0.0 0.0 0.00
C 0.820 2.612 5.512 0.0 -0.1 0.0 0.00
C -0.371 2.510 4.805 0.0 0.0 0.0 0.00
C -0.632 1.382 4.034 0.1 0.1 0.0 -0.01
H 0.624 -3.273 2.125 0.0 0.0 0.0 0.01
H 0.265 -5.499 3.164 0.0 0.0 0.0 0.00
H -0.733 -5.656 5.426 0.0 0.0 0.0 0.00
H -1.340 -3.596 6.651 0.0 0.0 0.0 0.00
H -0.958 -1.382 5.620 0.0 0.0 0.0 0.00
H 2.201 -0.367 4.663 0.0 0.0 0.0 0.00
H 2.679 1.655 6.013 0.0 0.0 0.0 0.00
H 1.022 3.492 6.110 0.0 0.0 0.0 0.00
H -1.097 3.313 4.843 0.0 0.0 0.0 0.00
H -1.552 1.303 3.467 0.1 0.0 0.1 0.01
C -1.140 1.278 -3.896 0.0 -0.1 0.0 0.02
C -2.375 1.064 -3.014 0.0 0.0 -0.2 0.00
C -3.506 1.935 -3.582 0.0 -0.1 -0.1 0.01
C -2.753 -0.418 -3.171 -0.1 0.0 -0.1 0.03
Si -1.913 1.399 -1.172 0.3 0.2 0.0 -0.05
C -3.552 1.487 -0.102 -0.1 0.0 0.1 0.05
C -4.333 2.804 -0.241 -0.1 -0.1 0.0 0.03
C -3.211 1.292 1.387 -0.1 0.1 0.0 0.16
C -4.532 0.358 -0.446 -0.1 -0.1 0.0 0.06
C -0.929 3.079 -0.998 0.0 0.2 0.0 0.07
C -1.508 4.274 -1.781 0.1 0.0 0.1 0.02
C -0.826 3.484 0.483 0.0 0.1 0.0 0.03
C 0.527 2.895 -1.459 0.1 0.1 0.0 -0.01
H -1.344 0.898 -4.908 0.0 0.0 0.1 0.00
H -0.273 0.741 -3.508 -0.1 0.1 0.0 -0.01
H -0.865 2.329 -3.992 0.0 0.0 0.0 0.00
H -3.660 1.686 -4.642 0.0 0.0 0.1 0.00
H -3.275 3.001 -3.531 0.0 0.0 0.0 0.00
H -4.460 1.780 -3.079 0.0 -0.1 0.0 0.00
H -2.913 -0.642 -4.236 0.0 0.0 0.1 0.00
H -3.672 -0.687 -2.646 0.1 0.0 -0.1 0.00
H -1.958 -1.073 -2.807 0.0 0.0 0.0 -0.01
H -3.777 3.662 0.130 0.1 0.0 0.0 0.00
H -5.259 2.740 0.349 0.1 0.0 0.0 0.00
H -4.623 3.016 -1.272 0.0 0.0 0.0 0.00
H -2.606 2.104 1.786 0.0 0.0 0.0 -0.01
H -2.661 0.360 1.563 0.0 0.0 -0.1 -0.01
H -4.140 1.245 1.976 0.1 0.0 0.0 -0.01
H -4.917 0.410 -1.462 0.0 0.1 0.0 0.00
H -5.393 0.417 0.234 0.0 0.0 0.0 0.00
H -4.105 -0.641 -0.312 0.0 0.1 0.0 -0.02
H -2.554 4.479 -1.552 0.0 0.0 0.0 0.00
H -1.428 4.132 -2.860 0.0 0.0 0.0 0.00
H -0.936 5.182 -1.539 0.0 -0.1 0.0 0.00
H -1.770 3.830 0.904 -0.1 0.0 0.0 0.01
H -0.111 4.314 0.578 0.0 0.0 0.0 0.00
H -0.460 2.662 1.104 0.0 -0.1 0.0 0.01
H 0.630 2.549 -2.487 0.0 0.0 0.0 0.00
H 1.053 2.179 -0.822 -0.1 0.0 0.0 -0.01
H 1.049 3.861 -1.378 0.0 -0.1 0.0 0.00
```
Forces are in eV/Å.

=====

Record 2
A molecular structure, C44H54ClN6O6P2V, computed with ωB97M-V/def2-TZVPD.

- Net charge: +1
- Gap between HOMO and LUMO (alpha / beta): 6.473 / 6.706 eV
- LUMO level (alpha / beta): -0.125 / -0.124 hartree
- Total energy: -4575.7058 Ha
- Multiplicity: 4

Geometry as XYZ:
```
114
Properties=species:S:1:pos:R:3:forces:R:3:mulliken_spin:R:1
V 11.398 13.795 12.722 0.5 -1.2 1.4 2.68
C 13.489 12.570 14.811 0.2 0.1 -2.7 0.01
C 13.939 13.951 14.285 -2.0 -0.6 0.7 0.02
N 12.730 14.815 14.084 1.1 -0.3 0.2 0.02
C 12.223 15.416 15.323 -1.0 1.0 -1.5 0.06
C 11.275 14.670 16.203 -0.5 -1.7 0.3 0.01
N 10.222 13.265 14.661 0.6 0.1 0.1 0.06
C 10.421 11.944 15.256 0.7 -0.3 -0.6 0.01
C 11.393 11.176 14.369 1.1 -0.9 0.4 0.06
N 12.472 12.030 13.854 0.2 0.8 -0.2 -0.01
H 14.329 11.901 14.777 0.6 -0.3 0.3 0.00
H 13.122 12.618 15.787 -0.7 0.0 1.5 0.00
H 14.642 14.394 14.986 0.4 0.2 -0.2 0.00
H 14.293 13.799 13.285 0.9 -0.1 -0.3 0.00
H 13.013 15.527 13.413 -0.3 0.6 0.4 0.02
H 13.012 15.778 15.966 0.5 0.0 0.2 0.00
H 11.622 16.285 15.041 0.3 0.1 -0.4 -0.01
H 11.766 13.890 16.813 -0.3 0.0 -0.4 0.00
H 11.011 15.426 16.882 -0.7 0.8 1.2 0.00
H 9.357 13.345 14.206 -1.7 -0.3 -0.9 0.00
H 10.870 12.094 16.238 -0.1 0.0 -0.1 0.00
H 9.519 11.353 15.397 -0.2 0.2 0.0 0.00
H 11.767 10.309 14.973 -0.1 0.5 -0.5 0.00
H 10.968 10.779 13.453 -0.6 -0.2 0.1 -0.01
H 12.962 11.569 13.080 -0.1 -0.2 0.6 -0.01
O 12.620 14.801 5.775 1.1 -0.1 0.0 0.00
N 11.494 14.595 6.146 0.1 -0.5 0.3 0.00
O 10.529 14.834 5.498 -1.8 0.5 -1.2 0.00
C 11.226 13.994 7.457 -1.6 -0.7 0.1 0.00
C 10.012 13.403 7.653 0.1 0.2 0.2 0.00
C 9.672 12.886 8.990 1.1 0.5 -0.7 -0.01
C 8.495 12.236 9.272 -2.0 -1.1 0.9 0.02
C 8.266 11.660 10.513 -0.1 -0.1 0.1 0.00
C 9.172 11.911 11.538 -0.1 -0.4 0.3 0.10
N 10.304 12.549 11.347 0.4 1.3 -1.8 -0.08
C 10.566 13.005 10.061 1.6 0.0 0.1 0.04
C 11.888 13.665 9.788 -1.8 -0.2 1.2 -0.01
N 12.661 13.917 10.877 -0.3 0.4 -0.9 0.04
C 13.781 14.615 10.658 -1.1 -1.1 0.6 0.06
C 14.173 15.115 9.463 -0.9 -0.5 -1.7 0.00
C 13.316 14.937 8.382 1.7 0.4 -0.1 0.01
C 12.157 14.166 8.501 1.1 0.4 1.0 -0.02
H 9.276 13.340 6.819 0.7 0.0 0.9 0.00
H 7.632 12.161 8.625 0.4 0.0 -0.7 0.00
H 7.399 11.017 10.732 0.3 0.7 -0.3 0.00
H 8.959 11.613 12.570 0.0 -0.1 -0.4 0.01
H 14.383 14.765 11.490 1.0 0.3 1.5 0.00
H 15.124 15.577 9.329 0.3 0.5 0.1 0.00
H 13.660 15.376 7.444 -0.6 -0.3 0.3 0.00
Cl 13.479 7.280 13.394 -0.3 -0.2 0.1 0.00
C 15.140 7.032 12.955 0.1 1.0 -0.4 0.00
C 15.777 5.906 13.391 -0.1 0.4 0.1 0.00
C 17.110 5.796 13.111 2.4 -0.2 -0.2 0.00
C 17.837 6.828 12.510 -0.3 0.7 -0.8 0.00
C 17.171 8.010 12.052 -0.3 -2.7 0.9 0.00
C 15.792 8.056 12.228 -0.5 0.2 0.7 0.00
P 14.818 9.580 11.931 -0.1 0.3 -1.3 -0.01
C 15.998 10.546 10.859 0.1 0.2 0.4 0.00
C 16.187 10.480 9.473 -1.3 -0.9 0.0 0.00
C 17.131 11.226 8.803 0.3 0.2 -1.9 0.00
C 17.951 12.053 9.543 0.2 0.8 -0.1 0.00
C 17.794 12.169 10.916 -0.7 -0.8 0.7 0.00
C 16.802 11.408 11.588 1.2 0.4 -1.2 0.00
C 13.598 9.056 10.639 -0.4 0.9 -0.1 0.01
C 13.751 7.917 9.879 -0.3 -0.1 -0.7 0.00
C 12.813 7.588 8.874 -0.8 0.8 0.8 0.00
C 11.702 8.420 8.653 2.0 0.0 1.2 0.00
C 11.582 9.605 9.414 -1.4 -1.2 -0.9 0.00
C 12.492 9.911 10.388 0.4 0.6 2.0 -0.02
H 15.294 5.214 14.035 -0.5 -0.6 0.1 0.00
H 17.688 4.904 13.405 -0.5 0.5 0.0 0.00
H 18.918 6.698 12.332 -0.7 0.2 0.2 0.00
H 17.668 8.799 11.555 0.6 0.6 -0.4 0.00
H 15.503 9.810 8.964 0.2 0.0 -0.4 0.00
H 17.287 11.253 7.648 -0.6 -0.5 2.3 0.00
H 18.658 12.652 8.973 0.1 0.0 0.5 0.00
H 18.433 12.789 11.514 0.3 0.3 0.0 0.00
H 16.740 11.387 12.661 0.0 0.4 0.4 0.00
H 14.631 7.333 10.102 -0.1 -0.5 -0.3 0.00
H 12.776 6.647 8.361 0.6 -0.3 -0.2 0.00
H 10.966 8.066 7.968 -0.6 0.2 -0.4 0.00
H 10.602 10.073 9.293 0.5 0.6 0.2 0.00
H 12.292 10.751 11.138 0.3 -1.0 -1.4 0.05
C 7.649 17.153 15.062 -0.5 0.3 0.4 0.00
C 7.890 16.593 13.681 0.4 0.0 -1.6 0.00
C 7.278 17.513 12.574 -1.0 -0.1 1.7 0.00
C 7.325 15.167 13.621 -0.4 -0.8 0.2 0.01
O 9.338 16.512 13.385 -1.5 0.6 1.6 0.04
P 10.086 15.796 12.165 0.9 0.3 -1.4 -0.16
O 9.989 14.196 15.687 1.8 1.2 0.8 0.01
O 9.315 15.772 10.859 0.3 0.1 0.8 0.01
O 11.348 16.885 12.163 0.6 0.2 -0.1 -0.02
C 11.523 18.148 11.426 -0.5 -1.1 -1.0 0.00
C 12.731 18.918 11.979 -0.6 -0.2 0.6 0.00
C 10.227 18.957 11.434 0.8 1.6 2.0 0.00
C 11.892 17.755 9.989 -0.7 1.8 -0.1 0.00
H 6.542 17.284 15.214 0.9 -0.3 -0.2 0.00
H 8.068 18.175 15.133 0.1 -0.7 0.3 0.00
H 7.995 16.428 15.831 0.1 0.8 -0.3 0.00
H 6.190 17.523 12.795 0.4 -0.1 -0.5 0.00
H 7.487 17.043 11.626 0.0 0.3 -0.5 0.00
H 7.577 18.588 12.641 0.2 -1.1 -0.1 0.00
H 6.215 15.202 13.568 0.7 -0.1 -0.1 0.00
H 7.557 14.608 14.586 0.0 0.6 -1.2 0.00
H 7.711 14.605 12.722 -0.5 0.5 0.8 0.01
H 12.746 18.860 13.080 -0.1 0.3 -0.3 0.00
H 12.594 19.952 11.638 0.4 -0.1 0.3 0.00
H 13.702 18.545 11.617 -0.4 0.0 0.0 0.00
H 9.865 19.082 12.475 0.2 -0.3 -0.4 0.00
H 9.422 18.566 10.871 -0.6 -0.7 -0.8 0.00
H 10.410 20.007 11.145 0.1 -0.5 -0.4 0.00
H 12.716 17.092 10.063 0.7 -0.6 -0.2 0.00
H 12.231 18.714 9.521 -0.2 -0.9 -0.1 0.00
H 11.058 17.328 9.415 0.2 0.0 0.3 0.00
```
Forces are in eV/Å.

=====

The lowest multiplicity belongs to which entry?
C44H53N2OPPdSi